i | This record from OMol25 describes 2 unconnected molecules or ions with the total composition C15H23N3O4. The level of theory is wB97M-V/def2-TZVPD.

Results
- highest occupied orbital energy (eV) = -8.37
- total charge = 0
- HOMO-LUMO gap (eV) = 8.52

Geometry as XYZ:
```
45
C15H23N3O4, DFT wB97M-V/def2-TZVPD
C 1.1049 0.6390 0.6772
C 0.4207 0.3030 -0.6513
C 2.4875 1.0964 0.3302
C 3.3933 0.2860 -0.3898
C 3.9445 -0.8747 0.2170
C 5.1538 -1.3535 -0.4477
C -1.5187 1.9195 -0.7124
C -0.9303 3.2272 -0.1265
C -2.3022 1.3385 0.4789
C -3.1151 0.0750 0.3322
C -4.2462 0.3043 -0.4121
C -2.7704 -1.3033 0.7826
C -5.0637 -0.8153 -0.5830
C -3.5360 -2.3557 0.4582
C -4.7242 -2.1118 -0.2290
H 1.5415 -1.4378 1.6527
H 0.4639 -0.1902 2.9832
H 0.5971 1.5348 1.0093
H 2.3485 2.0983 -0.1297
H 2.7552 0.9026 1.3546
H 4.1865 1.1010 -0.7799
H 3.0340 -0.0305 -1.3099
H 4.2268 -0.6115 1.1960
H 3.0695 -1.5230 0.3298
H 5.9624 -0.6061 -0.0772
H 5.1960 -0.8773 -1.6059
H 4.5696 -3.2504 -0.3575
H 6.0838 -3.2941 -1.0574
H -0.8702 0.6190 -2.2047
H -2.1038 2.2490 -1.5842
H -1.5130 1.2027 1.1074
H -2.9875 2.0563 0.8313
H -4.6837 1.2422 -0.8812
H -1.9358 -1.3285 1.6511
H -5.8665 -0.4138 -1.1579
H -3.1679 -3.2583 0.8064
H -6.6551 -3.1056 -0.2203
H -1.7199 5.2300 0.1257
N 0.8916 -0.5017 1.5423
N 5.4303 -2.8014 -0.2611
N -0.7439 0.8606 -1.1217
O 0.7938 -0.5801 -1.4266
O 0.3500 3.3703 0.1735
O -5.5544 -3.2399 -0.2783
O -1.9969 4.2087 -0.0346
```


ii | This record from OMol25 describes a single C15H23N3O4 molecule. The level of theory is wB97M-V/def2-TZVPD.

Results
- highest occupied orbital energy (eV) = -8.57
- total charge = 0
- HOMO-LUMO gap (eV) = 7.12

Geometry as XYZ:
```
45
C15H23N3O4, DFT wB97M-V/def2-TZVPD
C -1.9559 3.3493 1.1128
C -0.7993 3.2363 1.8808
C 0.2477 2.1276 1.5724
C -0.3237 1.1927 0.5320
N -1.2754 0.3476 0.8894
N -1.8736 -0.5603 0.1654
C -1.4662 -0.6365 -1.0618
C -2.1022 -1.7272 -1.9320
O -1.8678 -2.9583 -1.2658
C -0.5365 -3.4121 -1.4536
C 0.3804 -3.1964 -0.2379
O -0.2607 -3.4424 0.9992
C 0.6194 -3.8731 2.0136
C 0.9896 -2.7837 3.0289
C -0.4779 0.2101 -1.6324
C -0.0578 0.0555 -3.0828
O -0.7854 0.5748 -3.9497
O 0.9724 -0.6076 -3.2757
C 0.1119 1.1570 -0.7941
C 1.2068 2.0512 -1.3574
C 1.1119 3.5505 -0.9897
N 2.3736 4.0089 -0.3398
H -1.9237 3.7776 0.1030
H -2.9279 2.9687 1.4442
H -0.6148 3.9331 2.7059
H 0.3525 1.5550 2.5062
H 1.2291 2.5243 1.2898
H -1.5828 0.4141 1.8551
H -1.6720 -1.7162 -2.9401
H -3.1823 -1.5717 -2.0264
H -0.5423 -4.4904 -1.6741
H -0.0468 -2.9125 -2.3050
H 0.6863 -2.1298 -0.2456
H 1.3017 -3.7749 -0.3968
H 0.1116 -4.6746 2.5730
H 1.5537 -4.3200 1.6418
H 1.7218 -2.0588 2.6470
H 1.4933 -3.2815 3.8734
H 0.1184 -2.2788 3.4636
H 2.1800 1.5976 -1.1263
H 1.1109 1.9893 -2.4488
H 1.0090 4.1764 -1.8835
H 0.2818 3.7928 -0.3155
H 2.9317 3.2241 -0.0279
H 2.1794 4.5923 0.4651
```


Stability ranking, top entry: ii; the second entry is 2.411 eV less favorable.


i | This record from OMol25 describes 2 unconnected molecules or ions with the total composition C4H12. The level of theory is wB97M-V/def2-TZVPD.

Results
- highest occupied orbital energy (alpha / beta) (eV) = 1.56 / -7.67
- total charge = -1
- multiplicity = 2
- HOMO-LUMO gap (alpha / beta) (eV) = 2.80 / 12.05

Geometry as XYZ:
```
16
C4H12, DFT wB97M-V/def2-TZVPD
C -1.7182 -1.1374 0.6849
C -1.4034 0.0704 1.6153
H -2.6361 -1.1437 0.1206
H -0.8535 -1.2371 0.0473
H -1.8093 -1.9801 1.3682
H -0.9256 -0.2617 2.5238
H -2.3986 0.4212 1.9342
H -0.9473 0.8978 1.0806
C 1.0562 -0.0398 -1.0973
C 2.1071 1.0681 -1.1895
H 1.3506 -0.7000 -0.3203
H 0.1539 0.5553 -0.9390
H 1.0215 -0.5483 -2.0620
H 2.3110 1.5909 -0.2501
H 3.0583 0.8841 -1.6650
H 1.7859 1.8999 -1.8346
```


ii | This record from OMol25 describes 2 unconnected molecules or ions with the total composition C4H12. The level of theory is wB97M-V/def2-TZVPD.

Results
- highest occupied orbital energy (alpha / beta) (eV) = 1.55 / -7.32
- total charge = -1
- multiplicity = 2
- HOMO-LUMO gap (alpha / beta) (eV) = 2.74 / 11.55

Geometry as XYZ:
```
16
C4H12, DFT wB97M-V/def2-TZVPD
C -0.6767 -1.1477 -1.4553
C -1.1567 -2.1089 -0.2911
H -1.6190 -0.6682 -1.8015
H -0.0905 -0.2480 -1.1042
H -0.1198 -1.5736 -2.3556
H -0.9325 -3.1006 -0.6365
H -0.7634 -1.7575 0.5974
H -2.2517 -2.0407 -0.3823
C 0.4433 1.1708 1.3879
C 1.4062 1.9647 0.4511
H 0.1994 1.5959 2.2879
H -0.5650 1.1540 0.8364
H 0.9364 0.1531 1.6247
H 2.3807 1.4669 0.5000
H 1.2288 2.2027 -0.5669
H 1.5806 2.9370 0.9079
```


iii | This record from OMol25 describes 2 unconnected molecules or ions with the total composition C4H12. The level of theory is wB97M-V/def2-TZVPD.

Results
- highest occupied orbital energy (alpha / beta) (eV) = 1.56 / -7.17
- total charge = -1
- multiplicity = 2
- HOMO-LUMO gap (alpha / beta) (eV) = 2.72 / 11.60

Geometry as XYZ:
```
16
C4H12, DFT wB97M-V/def2-TZVPD
C -1.7148 -0.0198 -0.0633
C -2.5862 -0.9834 0.6560
H -0.8159 -0.4267 -0.4483
H -2.3301 0.4320 -0.8909
H -1.6958 0.9041 0.6525
H -2.1531 -1.4867 1.4933
H -2.8678 -1.8698 -0.0958
H -3.3835 -0.4210 1.1396
C 2.0838 -0.2236 -0.6592
C 2.2837 1.2075 0.1024
H 2.8666 -0.5583 -1.1305
H 1.6263 -0.8471 0.0218
H 1.3772 -0.1649 -1.4556
H 1.6666 1.9777 -0.3475
H 3.2282 1.4798 -0.2317
H 2.0823 1.0967 1.0782
```


Stability ranking, top entry: i; the second entry is 0.584 eV less favorable.


i | This record from OMol25 describes 2 unconnected molecules or ions with the total composition C4H12. The level of theory is wB97M-V/def2-TZVPD.

Results
- highest occupied orbital energy (alpha / beta) (eV) = 1.55 / -7.61
- total charge = -1
- multiplicity = 2
- HOMO-LUMO gap (alpha / beta) (eV) = 2.80 / 12.14

Geometry as XYZ:
```
16
C4H12, DFT wB97M-V/def2-TZVPD
C -1.8106 -1.0091 0.9228
C -0.6182 -0.6242 1.8016
H -1.4088 -1.4123 -0.0145
H -2.3964 -1.7854 1.4188
H -2.4348 -0.1520 0.6768
H 0.1268 -1.4137 1.8694
H -1.0849 -0.1931 2.6957
H -0.0352 0.2132 1.3935
C 1.4686 1.5551 -1.3148
C 0.9669 0.0907 -1.3815
H 0.7576 2.1716 -1.8798
H 1.5593 1.8467 -0.2752
H 2.3115 1.6212 -2.0122
H 1.4552 -0.4576 -0.5601
H -0.0595 -0.0226 -1.0361
H 1.2024 -0.4285 -2.3041
```


ii | This record from OMol25 describes 2 unconnected molecules or ions with the total composition C4H12. The level of theory is wB97M-V/def2-TZVPD.

Results
- highest occupied orbital energy (alpha / beta) (eV) = 1.47 / -7.45
- total charge = -1
- multiplicity = 2
- HOMO-LUMO gap (alpha / beta) (eV) = 2.78 / 11.81

Geometry as XYZ:
```
16
C4H12, DFT wB97M-V/def2-TZVPD
C -0.3727 1.8033 -0.0064
C -0.1396 2.9768 1.0226
H 0.5712 1.4734 -0.3854
H -0.7035 0.7320 0.3685
H -0.8598 2.0205 -0.9878
H 0.9727 3.1765 0.9338
H -0.1524 2.4894 2.0371
H -0.8856 3.7445 0.8511
C 0.5896 -2.2889 0.2473
C -0.1868 -2.3276 -1.1213
H 1.6561 -1.9651 -0.0369
H 0.3141 -1.4619 0.9517
H 0.3930 -3.2088 0.7664
H -0.4006 -3.4336 -1.4177
H 0.4593 -1.8846 -1.9723
H -1.2550 -1.8457 -1.2506
```


Stability ranking, top entry: i; the second entry is 0.905 eV less favorable.


i | This record from OMol25 describes 2 unconnected molecules or ions with the total composition C4H12. The level of theory is wB97M-V/def2-TZVPD.

Results
- highest occupied orbital energy (alpha / beta) (eV) = 1.50 / -7.56
- total charge = -1
- multiplicity = 2
- HOMO-LUMO gap (alpha / beta) (eV) = 2.73 / 11.88

Geometry as XYZ:
```
16
C4H12, DFT wB97M-V/def2-TZVPD
C -0.4661 -1.0814 1.9779
C 0.5703 -2.0070 2.3702
H -1.4165 -1.5657 1.6941
H -0.5554 -0.4375 2.9007
H -0.2520 -0.5441 1.0605
H 1.1866 -2.2116 1.4605
H 0.1564 -2.8312 2.9715
H 1.3738 -1.4223 3.0547
C 0.2746 0.7829 -2.0384
C -0.4619 2.2165 -2.2716
H 0.9719 0.8846 -1.3459
H -0.5238 -0.0953 -2.0594
H 0.8953 0.6768 -2.8723
H -0.7038 2.3290 -3.2807
H 0.3152 2.9106 -1.9407
H -1.3646 2.3958 -1.6810
```


ii | This record from OMol25 describes 2 unconnected molecules or ions with the total composition C4H12. The level of theory is wB97M-V/def2-TZVPD.

Results
- highest occupied orbital energy (alpha / beta) (eV) = 1.52 / -7.29
- total charge = -1
- multiplicity = 2
- HOMO-LUMO gap (alpha / beta) (eV) = 2.88 / 11.71

Geometry as XYZ:
```
16
C4H12, DFT wB97M-V/def2-TZVPD
C -0.2719 -2.2273 1.2160
C 1.2395 -1.9232 1.2156
H -0.6771 -3.1436 1.7559
H -0.7408 -1.4134 1.8899
H -0.7539 -2.1559 0.2312
H 1.5287 -1.3799 2.1608
H 1.5691 -1.3325 0.4850
H 1.7745 -2.8081 1.3986
C -0.1500 2.2686 -0.6282
C -0.8176 1.7539 -1.8594
H -0.9032 2.8371 0.0560
H 0.4681 1.5097 -0.0550
H 0.5162 2.9972 -1.0693
H -1.8275 1.6785 -1.7984
H -0.3788 0.8308 -2.2319
H -0.5753 2.5079 -2.7669
```


iii | This record from OMol25 describes 2 unconnected molecules or ions with the total composition C4H12. The level of theory is wB97M-V/def2-TZVPD.

Results
- highest occupied orbital energy (alpha / beta) (eV) = 1.54 / -7.33
- total charge = -1
- multiplicity = 2
- HOMO-LUMO gap (alpha / beta) (eV) = 2.93 / 11.87

Geometry as XYZ:
```
16
C4H12, DFT wB97M-V/def2-TZVPD
C -1.3303 1.5894 -1.4408
C -2.4424 0.5020 -1.3710
H -0.4637 1.2699 -0.8376
H -0.8674 1.7277 -2.4155
H -1.6249 2.4051 -0.7701
H -1.9845 -0.4147 -0.9927
H -2.8746 0.3024 -2.3466
H -3.0985 0.7715 -0.5421
C 1.7045 -1.6959 1.5959
C 2.0325 -0.3148 1.0217
H 1.7925 -1.7637 2.6972
H 0.6483 -1.9575 1.5166
H 2.3904 -2.4501 1.2277
H 2.5608 -0.4262 0.0826
H 2.4735 0.2843 1.8150
H 1.0840 0.1707 0.7597
```


Stability ranking, top entry: iii; the second entry is 0.540 eV less favorable.


i | This record from OMol25 describes a single C3H6O2 molecule. The level of theory is wB97M-V/def2-TZVPD.

Results
- SMILES = COCC=O
- highest occupied orbital energy (eV) = -10.01
- total charge = 0
- HOMO-LUMO gap (eV) = 10.88

Geometry as XYZ:
```
11
C3H6O2, DFT wB97M-V/def2-TZVPD
C -1.3362 0.7313 0.0424
O -0.9936 -0.6314 0.0872
C 0.3635 -1.0000 0.0217
C 1.4257 0.0621 -0.1916
O 2.5882 -0.1646 0.0424
H -0.7294 1.3526 0.7170
H -1.2611 1.1492 -0.9732
H -2.3774 0.7888 0.3672
H 0.4876 -1.7125 -0.8076
H 0.6379 -1.5354 0.9379
H 1.1152 1.0405 -0.6064
```


ii | This record from OMol25 describes a single C3H6O2 molecule. The level of theory is wB97M-V/def2-TZVPD.

Results
- SMILES = C1COCO1
- highest occupied orbital energy (eV) = -9.82
- total charge = 0
- HOMO-LUMO gap (eV) = 10.90

Geometry as XYZ:
```
11
C3H6O2, DFT wB97M-V/def2-TZVPD
C 0.4792 0.9654 0.1546
C 0.9642 -0.4492 -0.0760
O -0.1422 -1.0135 -0.7564
C -1.2651 -0.4205 -0.1269
O -0.7939 0.6198 0.7174
H 0.3169 1.5711 -0.7478
H 1.1120 1.5186 0.8551
H 1.8905 -0.6653 -0.6089
H 1.0273 -0.8447 0.9454
H -1.9325 -0.0111 -0.8980
H -1.7916 -1.1761 0.4695
```


iii | This record from OMol25 describes a molecular structure, C3H6O2. The level of theory is wB97M-V/def2-TZVPD.

Results
- highest occupied orbital energy (eV) = -9.98
- total charge = 0
- HOMO-LUMO gap (eV) = 10.81

Geometry as XYZ:
```
11
C3H6O2, DFT wB97M-V/def2-TZVPD
O -1.1027 0.1387 1.4183
C 0.0219 -0.1361 0.6299
C 0.1422 -1.1310 -0.5451
O 0.9143 -0.1152 -1.2421
C 0.2354 0.8780 -0.4530
H -1.0444 1.1052 1.4949
H 0.9266 -0.2719 1.2393
H 0.7099 -2.0554 -0.3987
H -0.8013 -1.3438 -1.0687
H 0.7241 1.8088 -0.1417
H -0.7258 1.1226 -0.9330
```


iv | This record from OMol25 describes a molecular structure, C3H6O2. The level of theory is wB97M-V/def2-TZVPD.

Results
- highest occupied orbital energy (eV) = -9.56
- total charge = 0
- HOMO-LUMO gap (eV) = 10.03

Geometry as XYZ:
```
11
C3H6O2, DFT wB97M-V/def2-TZVPD
C 0.6018 -0.0680 0.4679
C -0.3564 1.0750 0.1199
C -0.4831 -0.9446 0.1338
H 2.1657 0.7056 -0.4827
H 1.1853 -0.1600 1.6057
H -0.5881 1.7712 1.0154
H -0.0318 1.4868 -0.7167
H -1.1493 -1.4436 0.9606
H -0.3707 -1.9014 -0.5665
O 1.4497 -0.1737 -0.3994
O -1.4227 0.0696 -0.3688
```


Stability ranking, top entry: ii; the second entry is 0.299 eV less favorable.